No. 1
Density functional theory data (the ωB97M-V functional and the def2-TZVPD basis) for a 2-piece molecular cluster, F2HNS overall.

Each line ends with the Löwdin charge.
Element x y z (Å)
N (0.486, -0.072, 0.468)  -0.3173
H (1.198, -0.454, -0.101)  0.0691
S (-0.978, -0.248, 0.686)  1.0436
F (-1.680, -0.724, -0.751)  -0.4351
F (0.974, 1.499, -0.301)  -0.3603

Calculated values
Frontier orbital gap (spin up / spin down) ... 9.56 / 9.55 eV
Relative energy (zero: lowest compared OMol25 entry of this formula, charge and spin) ... 1.950 eV
Electronic energy ... -653.1547 a.u.
Spin multiplicity ... 1
LUMO energy (spin up / spin down) ... -1.2 / -1.2 eV



No. 2
Density functional theory data (the ωB97M-V functional and the def2-TZVPD basis) for an isolated molecule of F2HNS.

Each line ends with the Löwdin charge.
Element x y z (Å)
F (2.397, 0.144, -1.134)  -0.4890
N (0.203, 0.919, 0.099)  -0.4328
F (0.427, 0.989, 1.481)  -0.1610
H (0.128, -0.141, 0.202)  0.1271
S (1.285, 1.423, -0.978)  0.9557

Calculated values
Frontier orbital gap ... 10.45 eV
Structure (SMILES) ... FNSF
Relative energy (zero: lowest compared OMol25 entry of this formula, charge and spin) ... 1.784 eV
Electronic energy ... -653.1608 a.u.
Spin multiplicity ... 1
LUMO energy ... 0.2 eV



No. 3
Density functional theory data (the ωB97M-V functional and the def2-TZVPD basis) for F2HOPS as an isolated structure.

Each line ends with the Löwdin charge.
Element x y z (Å)
F (-1.286, -0.125, -0.798)  -0.2274
P (0.000, 0.452, 0.037)  0.3001
F (1.395, -0.188, -1.366)  -0.4100
H (-0.100, -1.667, 0.551)  0.1709
S (-0.050, 2.275, 0.552)  0.3786
O (0.041, -0.746, 1.024)  -0.2121

Calculated values
Frontier orbital gap ... 10.11 eV
Relative energy (zero: lowest compared OMol25 entry of this formula, charge and spin) ... 2.321 eV
Electronic energy ... -1015.1599 a.u.
Spin multiplicity ... 1
LUMO energy ... -1.0 eV



No. 4
Density functional theory data (the ωB97M-V functional and the def2-TZVPD basis) for a 2-piece molecular cluster, F2HPS2 overall.

Each line ends with the Löwdin charge.
Element x y z (Å)
F (1.254, -1.636, 1.308)  -0.4095
H (-2.044, 0.074, -2.636)  -0.2228
S (-1.661, 1.219, -2.133)  0.2297
S (-0.580, 0.341, -0.742)  -0.0003
P (0.899, -0.456, 2.350)  0.7970
F (2.132, 0.458, 1.853)  -0.3941

Calculated values
Frontier orbital gap (spin up / spin down) ... 8.24 / 6.53 eV
Relative energy (zero: lowest compared OMol25 entry of this formula, charge and spin) ... 2.711 eV
Electronic energy ... -1338.0481 a.u.
Spin multiplicity ... 1
LUMO energy (spin up / spin down) ... -0.8 / -1.8 eV



No. 5
Density functional theory data (the ωB97M-V functional and the def2-TZVPD basis) for F2NO4S2Sn as an isolated structure.

Each line ends with the Löwdin charge.
Element x y z (Å)
N (0.320, -0.266, -0.037)  -0.1788
O (-0.616, 1.211, 2.009)  -0.1840
O (0.362, 2.341, 0.072)  -0.1974
S (-0.812, 0.053, -1.084)  0.5530
O (-2.064, 0.671, -0.697)  -0.2150
F (1.616, 1.043, 1.496)  -0.1994
S (0.157, 1.150, 0.831)  0.5223
F (-1.280, -1.500, -1.244)  -0.2116
O (-0.343, 0.345, -2.482)  -0.2120
Sn (2.661, -5.047, 1.137)  1.3231

Calculated values
Frontier orbital gap ... 2.33 eV
Relative energy (zero: lowest compared OMol25 entry of this formula, charge and spin) ... 7.103 eV
Electronic energy ... -1565.5102 a.u.
Spin multiplicity ... 1
LUMO energy ... -10.1 eV
Net charge ... +1



No. 6
Density functional theory data (the ωB97M-V functional and the def2-TZVPD basis) for F2NO8S3Sn as an isolated structure.

Each line ends with the Löwdin charge.
Element x y z (Å)
O (8.092, 19.267, -19.241)  -0.3001
O (5.414, 10.537, -23.645)  -0.2499
S (11.017, 19.432, -19.445)  0.4007
Sn (10.388, 14.878, -23.551)  0.7581
O (4.835, 12.719, -24.378)  -0.2327
F (8.465, 16.927, -19.147)  -0.2389
S (9.145, 18.349, -18.783)  0.5398
O (10.379, 20.544, -20.112)  -0.2985
O (9.254, 18.266, -17.366)  -0.2752
F (12.386, 19.303, -20.363)  -0.2711
O (6.983, 11.798, -24.983)  -0.2464
O (6.561, 12.482, -22.805)  -0.2257
S (5.955, 11.854, -23.952)  0.1933
N (10.542, 17.989, -19.758)  -0.2537
O (11.649, 19.663, -18.158)  -0.2998

Calculated values
Frontier orbital gap ... 2.80 eV
Relative energy (zero: lowest compared OMol25 entry of this formula, charge and spin) ... 6.230 eV
Electronic energy ... -2265.0067 a.u.
Spin multiplicity ... 1
LUMO energy ... -3.0 eV
Net charge ... -1



No. 7
Density functional theory data (the ωB97M-V functional and the def2-TZVPD basis) for a 2-piece molecular cluster, F3H3SSi2 overall.

Each line ends with the Löwdin charge.
Element x y z (Å)
Si (-2.370, 1.298, -0.594)  0.2634
F (2.074, -2.455, -0.216)  -0.1104
Si (1.950, -1.062, 0.506)  0.3188
F (0.664, -0.319, 0.041)  -0.1364
H (-1.696, 2.514, -0.698)  -0.1580
H (-2.759, 1.128, -1.964)  -0.1319
S (-2.612, 0.587, 1.293)  0.0476
F (3.197, -0.357, -0.281)  -0.1262
H (1.551, -1.335, 1.913)  0.0331

Calculated values
Frontier orbital gap ... 8.30 eV
Structure (SMILES) ... F[SiH](F)F.[SiH2]=S
Relative energy (zero: lowest compared OMol25 entry of this formula, charge and spin) ... 1.833 eV
Electronic energy ... -1278.7148 a.u.
Spin multiplicity ... 1
LUMO energy ... -0.9 eV



No. 8
Density functional theory data (the ωB97M-V functional and the def2-TZVPD basis) for an isolated molecule of F3H3SSi2.

Each line ends with the Löwdin charge.
Element x y z (Å)
H (-2.540, -1.988, -0.649)  -0.2482
S (-3.091, -0.787, -0.307)  0.3143
Si (-0.853, 0.126, -0.018)  0.2446
F (2.396, -1.191, 0.125)  -0.2868
H (1.971, 1.243, 1.087)  -0.0347
F (-0.946, -0.033, 1.591)  -0.2718
H (2.212, 0.595, -1.464)  -0.0738
F (-0.977, 1.730, -0.266)  -0.2578
Si (1.827, 0.306, -0.098)  0.6141

Calculated values
Frontier orbital gap ... 8.33 eV
Structure (SMILES) ... F[SiH2][Si](F)(F)S
Relative energy (zero: lowest compared OMol25 entry of this formula, charge and spin) ... 2.020 eV
Electronic energy ... -1278.7079 a.u.
Spin multiplicity ... 1
LUMO energy ... -1.2 eV



No. 9
Density functional theory data (the ωB97M-V functional and the def2-TZVPD basis) for a 2-piece molecular cluster, F3HN2 overall.

Each line ends with the Löwdin charge.
Element x y z (Å)
N (-0.157, -1.508, -0.199)  0.1172
N (2.414, 0.258, -0.470)  0.0932
F (1.926, 0.377, 0.801)  -0.0722
F (0.065, -1.010, 1.029)  -0.1406
F (3.444, -0.588, -0.334)  -0.0308
H (-1.102, -1.231, -0.419)  0.0331

Calculated values
Frontier orbital gap (spin up / spin down) ... 10.32 / 10.22 eV
Relative energy (zero: lowest compared OMol25 entry of this formula, charge and spin) ... 3.755 eV
Electronic energy ... -409.4101 a.u.
Spin multiplicity ... 1
LUMO energy (spin up / spin down) ... -0.7 / -0.7 eV



No. 10
Density functional theory data (the ωB97M-V functional and the def2-TZVPD basis) for a 2-piece molecular cluster, F3HN2 overall.

Each line ends with the Löwdin charge.
Element x y z (Å)
F (-0.363, -1.476, -0.931)  -0.0900
H (0.888, -1.258, 1.389)  0.2377
N (-0.253, 0.586, -0.406)  -0.1633
N (0.414, -0.448, -0.252)  -0.0076
F (-1.327, 0.918, 0.444)  0.0110
F (0.641, 1.678, -0.244)  0.0122

Calculated values
Frontier orbital gap (spin up / spin down) ... 9.92 / 8.57 eV
Relative energy (zero: lowest compared OMol25 entry of this formula, charge and spin) ... 5.907 eV
Electronic energy ... -409.3310 a.u.
Spin multiplicity ... 1
LUMO energy (spin up / spin down) ... -1.2 / -2.4 eV



Please write out number 7 again, unchanged.
Density functional theory data (the ωB97M-V functional and the def2-TZVPD basis) for a 2-piece molecular cluster, F3H3SSi2 overall.

Each line ends with the Löwdin charge.
Element x y z (Å)
Si (-2.370, 1.298, -0.594)  0.2634
F (2.074, -2.455, -0.216)  -0.1104
Si (1.950, -1.062, 0.506)  0.3188
F (0.664, -0.319, 0.041)  -0.1364
H (-1.696, 2.514, -0.698)  -0.1580
H (-2.759, 1.128, -1.964)  -0.1319
S (-2.612, 0.587, 1.293)  0.0476
F (3.197, -0.357, -0.281)  -0.1262
H (1.551, -1.335, 1.913)  0.0331

Calculated values
Frontier orbital gap ... 8.30 eV
Structure (SMILES) ... F[SiH](F)F.[SiH2]=S
Relative energy (zero: lowest compared OMol25 entry of this formula, charge and spin) ... 1.833 eV
Electronic energy ... -1278.7148 a.u.
Spin multiplicity ... 1
LUMO energy ... -0.9 eV